14
Properties=species:S:1:pos:R:3:lowdin_charge:R:1 method="wB97M-V/def2-TZVPD" homo_ev=-7.8 total_energy_ev=-7822.7761 e_above_lowest_kj_mol=277.03 homo_lumo_gap_ev=8.7
N 2.250 2.492 2.415 0.136
C -0.208 -0.069 -0.466 -0.283
C 0.628 -0.461 0.735 -0.076
C 1.514 1.827 1.707 -0.132
C -0.999 -0.933 -1.369 -0.049
C 0.050 1.241 -0.321 -0.001
C 0.886 1.059 0.867 -0.224
H -1.450 -0.354 -2.172 0.077
H -1.785 -1.440 -0.808 0.080
H -0.361 -1.702 -1.808 0.080
H 1.917 2.909 3.277 0.063
H 1.515 -1.054 0.527 0.112
H -0.232 2.132 -0.855 0.105
H 0.077 -0.894 1.569 0.111